Entry 1:
Below is a 4-piece molecular cluster, C28H48Cl2F8O12Si overall in a non-equilibrium geometry, with properties calculated with ωB97M-V with the def2-TZVPD basis set.

E_tot, Ha: -4007.4307
F_max, eV/Å: 2.62
Orbital gap, eV: 10.42
Net charge: 0
SMILES: CCOC(=O)CCC[Si@@H](CCOCC(F)(F)C(F)(F)C(F)(F)C(F)F)[C@@H](Cl)[C@H](C)Cl.CCOC(=O)OC.CCOC(=O)OC.CCOC(=O)OC

The geometry in XYZ format:
```
99
C28H48Cl2F8O12Si ωB97M-V with the def2-TZVPD basis set
C -1.57 -4.06 -4.96
C -0.14 -4.34 -4.53
O -0.02 -4.52 -3.12
C 0.24 -3.39 -2.39
O -0.53 -3.05 -1.48
C 1.55 -2.68 -2.65
C 1.62 -1.36 -1.90
C 1.95 -1.54 -0.40
Si 3.45 -0.56 0.17
C 3.44 1.20 -0.51
C 2.78 2.23 0.39
O 3.19 3.53 0.00
C 2.23 4.53 0.17
C 2.41 5.19 1.54
F 2.01 4.33 2.50
F 3.73 5.42 1.75
C 1.66 6.56 1.69
F 2.54 7.53 2.07
F 1.14 6.92 0.49
C 0.55 6.55 2.74
F -0.34 5.57 2.41
F 1.08 6.28 3.96
C -0.21 7.88 2.88
F -0.76 8.26 1.72
F -1.20 7.66 3.78
C 3.55 -0.59 2.08
Cl 2.74 -2.09 2.67
C 5.02 -0.47 2.56
C 5.54 -1.54 3.48
Cl 5.19 1.13 3.39
H -2.29 -4.47 -4.27
H -1.74 -2.99 -5.07
H -1.74 -4.50 -5.93
H 0.18 -5.26 -5.00
H 0.49 -3.55 -4.91
H 2.35 -3.36 -2.36
H 1.68 -2.49 -3.71
H 2.36 -0.75 -2.41
H 0.66 -0.88 -1.97
H 1.09 -1.30 0.21
H 2.17 -2.58 -0.20
H 4.69 -1.21 -0.33
H 4.48 1.52 -0.63
H 3.02 1.23 -1.50
H 1.70 2.10 0.33
H 3.13 2.06 1.41
H 1.21 4.15 0.13
H 2.34 5.25 -0.63
H 0.44 8.65 3.30
H 3.00 0.21 2.55
H 5.68 -0.42 1.70
H 6.60 -1.40 3.62
H 5.41 -2.53 3.06
H 5.06 -1.48 4.45
C -0.88 2.81 3.82
C -0.29 3.16 5.17
O -1.23 2.95 6.23
C -1.36 1.69 6.63
O -0.75 0.74 6.22
O -2.27 1.66 7.60
C -2.54 0.35 8.12
H -1.82 3.35 3.66
H -0.19 3.06 3.02
H -1.11 1.74 3.76
H -0.04 4.21 5.21
H 0.62 2.59 5.36
H -1.62 -0.14 8.42
H -3.05 -0.25 7.37
H -3.18 0.49 8.98
C -3.17 5.52 1.43
C -4.58 5.88 0.99
O -4.79 5.59 -0.40
C -5.04 4.32 -0.69
O -5.14 3.42 0.10
O -5.19 4.21 -2.01
C -5.45 2.88 -2.46
H -2.44 6.00 0.78
H -3.01 5.83 2.45
H -3.01 4.44 1.36
H -4.74 6.95 1.09
H -5.33 5.36 1.59
H -6.29 2.44 -1.93
H -4.56 2.26 -2.34
H -5.69 2.96 -3.52
C -2.09 -10.57 -7.79
C -2.58 -10.49 -6.36
O -1.49 -10.45 -5.43
C -0.91 -9.26 -5.29
O -1.23 -8.24 -5.83
O 0.08 -9.39 -4.41
C 0.81 -8.19 -4.18
H -1.41 -11.42 -7.91
H -2.93 -10.70 -8.47
H -1.55 -9.67 -8.07
H -3.15 -11.38 -6.10
H -3.23 -9.62 -6.21
H 0.14 -7.37 -3.91
H 1.39 -7.92 -5.06
H 1.49 -8.38 -3.35
```

Mulliken population analysis, charges in e, atoms 1 to 6:
1 C -1.3700
2 C -0.0032
3 O -0.3072
4 C 0.4795
5 O -0.5488
6 C -0.7791

Entry 2:
Below is a 6-piece molecular cluster, C26H40Cl15N4O4S overall in a non-equilibrium geometry, with properties calculated with ωB97M-V with the def2-TZVPD basis set.

E_tot, Ha: -8835.2325
F_max, eV/Å: 5.37
Energy above the lowest of the compared OMol25 structures with the same formula, charge and spin, kJ/mol: 540.9
Orbital gap, eV: 8.92
Net charge: +1

The geometry in XYZ format:
```
90
C26H40Cl15N4O4S ωB97M-V with the def2-TZVPD basis set
C 5.85 1.32 1.63
C 5.42 -0.01 1.40
C 4.52 -0.25 0.11
O 4.54 0.65 -0.76
O 3.75 -1.44 -0.04
C 3.03 -1.39 -1.29
C 2.13 -2.68 -1.58
C 0.81 -2.73 -0.64
C -0.42 -1.93 -1.27
C -1.60 -1.62 -0.20
C -2.08 -0.07 -0.23
C -1.37 0.84 0.91
C 0.08 0.25 1.24
C 1.03 1.20 2.11
O 2.01 0.30 2.74
N -2.26 0.92 2.15
C -2.24 -0.21 3.13
N -3.40 -0.17 4.10
C -2.18 2.30 2.78
C -3.52 2.94 3.39
C -3.40 2.89 5.01
O -3.90 3.80 5.70
C -1.47 3.33 1.75
C -1.48 2.40 0.44
C -0.41 2.66 -0.73
C 0.72 3.74 -0.34
N 1.89 3.57 -0.94
N -2.83 2.42 -0.22
C -3.25 3.60 -0.50
S -3.88 5.14 -0.44
H 5.47 2.20 1.00
H 6.62 1.59 2.44
H 5.70 -0.81 2.16
H 3.75 -1.29 -2.19
H 2.34 -0.48 -1.34
H 2.78 -3.61 -1.37
H 1.86 -2.64 -2.69
H 0.49 -3.83 -0.52
H 1.06 -2.35 0.40
H 0.00 -0.90 -1.59
H -0.86 -2.40 -2.21
H -2.50 -2.22 -0.58
H -1.38 -2.02 0.84
H -1.79 0.31 -1.28
H -3.22 -0.12 -0.09
H 0.62 0.08 0.25
H 0.07 -0.76 1.76
H 0.50 1.72 2.99
H 1.65 1.92 1.47
H 2.75 0.89 3.02
H -3.27 0.91 1.85
H -2.25 -1.25 2.66
H -1.30 -0.17 3.80
H -4.24 0.20 3.62
H -3.65 -1.17 4.24
H -1.50 2.16 3.69
H -4.40 2.28 3.05
H -3.72 4.01 3.09
H -2.89 2.01 5.53
H -0.44 3.48 2.23
H -1.85 4.40 1.69
H -0.87 3.06 -1.70
H 0.17 1.72 -1.05
H 0.54 4.62 0.36
H 2.52 4.33 -0.61
C -6.74 -2.38 5.14
Cl -5.38 -2.92 4.15
Cl -6.46 -0.73 5.73
Cl -8.25 -2.47 4.22
H -6.82 -3.04 6.00
C -6.37 8.21 1.16
Cl -5.00 7.68 0.16
Cl -6.10 9.86 1.74
Cl -7.87 8.11 0.24
H -6.44 7.55 2.02
C 5.85 -2.46 -4.17
Cl 4.16 -2.10 -4.58
Cl 6.05 -2.54 -2.42
Cl 6.35 -3.98 -4.93
H 6.47 -1.66 -4.56
C 5.55 -7.77 -6.07
Cl 5.22 -8.57 -7.62
Cl 6.97 -6.71 -6.21
Cl 4.14 -6.86 -5.52
H 5.77 -8.54 -5.33
C 2.89 -5.34 -8.68
Cl 2.95 -4.17 -7.35
Cl 1.32 -6.14 -8.74
Cl 3.25 -4.54 -10.22
H 3.65 -6.10 -8.50
```

Mulliken population analysis, charges in e, atoms 1 to 6:
1 C -0.5839
2 C -0.4692
3 C 0.9861
4 O -0.6021
5 O -0.3651
6 C 0.4375

Entry 3:
Below is an isolated molecule of C21H29N3O4S2 in a non-equilibrium geometry, with properties calculated with ωB97M-V with the def2-TZVPD basis set.

E_tot, Ha: -2079.2097
F_max, eV/Å: 1.06
Energy above the lowest of the compared OMol25 structures with the same formula, charge and spin, kJ/mol: 170.5
Orbital gap, eV: 9.04
Net charge: 0
SMILES: COc1ccc(S(=O)(=O)N2CCC(C(=O)NC[C@@H](c3cccs3)N(C)C)CC2)cc1

The geometry in XYZ format:
```
59
C21H29N3O4S2 ωB97M-V with the def2-TZVPD basis set
C 2.50 4.11 1.73
H 1.93 4.98 2.03
O 2.41 3.20 2.81
C 2.92 1.96 2.65
C 3.70 1.55 1.57
C 4.13 0.24 1.49
C 3.77 -0.67 2.46
C 3.04 -0.27 3.57
C 2.62 1.04 3.67
H 2.04 1.38 4.51
H 2.81 -0.99 4.33
S 4.13 -2.41 2.23
O 5.32 -2.54 1.44
O 4.05 -3.06 3.50
N 2.89 -3.02 1.30
C 2.87 -2.76 -0.11
C 2.04 -1.52 -0.47
H 2.52 -0.62 -0.10
H 1.98 -1.44 -1.56
C 0.64 -1.60 0.13
C 0.72 -1.88 1.63
C 1.58 -3.12 1.91
H 1.09 -4.01 1.51
H 1.74 -3.25 2.98
H 1.15 -1.01 2.13
H -0.28 -2.04 2.04
C -0.05 -0.24 -0.04
O 0.54 0.81 0.02
N -1.39 -0.33 -0.19
H -1.83 -1.23 -0.29
C -2.24 0.83 -0.37
H -3.11 0.74 0.28
H -1.65 1.71 -0.09
C -2.67 0.98 -1.84
C -3.50 -0.19 -2.29
C -3.56 -0.74 -3.54
C -4.49 -1.79 -3.65
C -5.14 -2.04 -2.49
S -4.63 -0.99 -1.23
H -5.90 -2.77 -2.28
H -4.67 -2.33 -4.56
H -2.94 -0.40 -4.35
N -3.31 2.27 -2.05
C -4.64 2.40 -1.50
H -5.40 1.82 -2.05
H -4.93 3.45 -1.53
H -4.65 2.07 -0.46
C -3.29 2.69 -3.44
H -3.65 3.72 -3.49
H -2.27 2.67 -3.81
H -3.93 2.07 -4.09
H -1.76 0.99 -2.45
H 0.06 -2.39 -0.37
H 2.46 -3.64 -0.62
H 3.91 -2.63 -0.41
H 4.75 -0.09 0.67
H 3.97 2.24 0.79
H 2.07 3.68 0.82
H 3.54 4.40 1.54
```

Mulliken population analysis, charges in e, atoms 1 to 6:
1 C -0.8031
2 H 0.2419
3 O -0.4407
4 C 0.6032
5 C -0.0623
6 C -0.9309

Entry 4:
Below is an isolated molecule of C4H13N3 in a non-equilibrium geometry, with properties calculated with ωB97M-V with the def2-TZVPD basis set.

E_tot, Ha: -324.4022
F_max, eV/Å: 3.03
Energy above the lowest of the compared OMol25 structures with the same formula, charge and spin, kJ/mol: 190.9
Orbital gap, eV: 9.51
Net charge: 0
SMILES: NCC[C@H](N)CN

The geometry in XYZ format:
```
20
C4H13N3 ωB97M-V with the def2-TZVPD basis set
N 1.69 0.74 1.33
C 0.60 0.15 0.44
C 0.20 -1.35 0.54
C -0.32 -1.93 -0.72
N -0.80 -0.88 -1.68
C -0.52 1.22 0.77
N -0.67 2.34 -0.17
H 1.83 1.69 1.01
H 2.62 0.34 1.35
H 1.13 0.32 -0.49
H -0.54 -1.51 1.30
H 1.12 -1.76 0.97
H 0.45 -2.57 -1.21
H -1.22 -2.56 -0.62
H -1.75 -0.53 -1.50
H -1.06 -1.37 -2.53
H -1.45 0.66 0.54
H -0.48 1.61 1.81
H -0.15 3.19 0.05
H -0.66 2.21 -1.17
```

Mulliken population analysis, charges in e, atoms 1 to 6:
1 N -0.8308
2 C 0.7957
3 C -0.9230
4 C -0.3993
5 N -0.6287
6 C -1.0242